{"formula": "C21H56O21S7", "method": "wB97M-V/def2-TZVPD", "homo_lumo_gap_ha": 0.394, "e_lumo_ev": 0.15, "total_charge": 0, "homo_ha": -0.38874, "elements": ["C", "C", "O", "S", "C", "O", "O", "H", "H", "H", "H", "H", "H", "H", "H", "C", "C", "O", "S", "C", "O", "O", "H", "H", "H", "H", "H", "H", "H", "H", "C", "C", "O", "S", "C", "O", "O", "H", "H", "H", "H", "H", "H", "H", "H", "C", "C", "O", "S", "C", "O", "O", "H", "H", "H", "H", "H", "H", "H", "H", "C", "C", "O", "S", "C", "O", "O", "H", "H", "H", "H", "H", "H", "H", "H", "C", "C", "O", "S", "C", "O", "O", "H", "H", "H", "H", "H", "H", "H", "H", "C", "C", "O", "S", "C", "O", "O", "H", "H", "H", "H", "H", "H", "H", "H"], "xyz": [[2.09150, -3.73020, 1.05197], [2.86366, -3.01432, 2.12347], [2.66948, -1.56656, 1.97675], [3.93656, -0.74159, 1.57751], [4.85761, -0.77278, 3.06904], [4.63552, -1.46886, 0.57708], [3.49044, 0.57474, 1.30090], [2.51675, -3.52318, 0.06580], [1.11035, -3.25936, 0.96823], [2.03056, -4.80462, 1.19927], [2.47300, -3.24317, 3.11475], [3.92634, -3.24218, 2.06185], [4.38201, -0.05651, 3.73542], [5.85854, -0.41719, 2.82878], [4.90932, -1.76609, 3.49923], [5.23761, 4.82172, -2.32609], [5.07031, 6.11945, -1.64475], [5.43465, 6.00346, -0.23254], [4.25684, 5.88069, 0.80725], [3.87435, 7.56163, 1.09046], [3.15470, 5.20925, 0.18820], [4.82585, 5.38015, 1.99672], [4.59729, 4.03678, -1.92465], [6.26975, 4.47312, -2.27014], [4.99613, 4.91003, -3.39013], [5.75675, 6.84667, -2.07409], [4.04948, 6.48565, -1.73197], [3.71186, 8.12011, 0.17030], [4.73473, 7.94176, 1.63260], [2.94850, 7.62251, 1.65770], [1.30086, -2.07582, -6.11952], [-0.03410, -2.56988, -6.66348], [-0.92027, -2.92053, -5.57034], [-1.34894, -4.43175, -5.41762], [-2.51307, -4.59745, -6.73444], [-0.22971, -5.26405, -5.66114], [-2.02333, -4.49812, -4.18013], [2.01292, -2.87976, -5.92272], [1.17731, -1.50267, -5.20081], [1.79132, -1.43246, -6.85505], [-0.53971, -1.75497, -7.17942], [0.12609, -3.38109, -7.37159], [-1.94819, -4.54131, -7.66159], [-3.19224, -3.76108, -6.61029], [-2.96833, -5.57922, -6.66837], [-1.73420, -1.33360, 4.18138], [-2.48162, -0.06242, 3.89377], [-3.89219, -0.37168, 3.95912], [-4.86852, 0.65729, 3.26190], [-4.81896, 0.12853, 1.59703], [-6.14106, 0.37381, 3.80648], [-4.29573, 1.95175, 3.35929], [-1.93131, -1.66934, 5.20222], [-0.67496, -1.18638, 4.00782], [-2.12859, -2.11705, 3.53043], [-2.24973, 0.73737, 4.59442], [-2.19004, 0.29074, 2.90089], [-5.43946, 0.82202, 1.03612], [-5.20053, -0.88517, 1.54783], [-3.77774, 0.15223, 1.28866], [-0.85240, -1.16824, -0.73446], [0.33016, -0.20874, -0.68084], [0.00327, 1.06967, -1.25303], [-0.51789, 2.26702, -0.36343], [0.99672, 2.89114, 0.23045], [-1.13097, 3.19481, -1.24722], [-1.25105, 1.75012, 0.75044], [-0.51946, -2.15109, -0.40141], [-1.27068, -1.23307, -1.73735], [-1.62760, -0.82863, -0.04852], [0.66405, -0.11407, 0.35301], [1.13061, -0.64770, -1.27619], [1.52331, 2.11049, 0.77525], [0.79757, 3.75355, 0.86218], [1.59561, 3.21779, -0.61497], [-6.01852, 5.89894, 5.12495], [-5.28375, 5.40916, 3.89784], [-3.88301, 5.61802, 4.11333], [-2.99891, 5.97820, 2.86599], [-3.29907, 4.63693, 1.77995], [-3.54733, 7.15929, 2.28119], [-1.67107, 5.96248, 3.32366], [-7.09137, 5.96424, 4.94262], [-5.65059, 6.86606, 5.45869], [-5.87297, 5.18957, 5.94389], [-5.50480, 4.35762, 3.72112], [-5.58871, 6.01454, 3.04100], [-4.35745, 4.59663, 1.54236], [-2.87117, 3.77457, 2.27935], [-2.83650, 4.82849, 0.81123], [1.19596, -4.96182, -2.69777], [0.27173, -5.95495, -2.01555], [1.02730, -7.18382, -1.84296], [1.01815, -7.88669, -0.44974], [-0.54423, -8.65132, -0.47694], [2.02140, -8.87565, -0.52713], [0.99897, -6.91797, 0.60707], [0.68516, -4.11354, -3.13624], [1.74167, -5.49842, -3.47071], [1.86974, -4.59650, -1.92452], [-0.06571, -5.59481, -1.04523], [-0.61189, -6.15277, -2.62690], [-1.28937, -7.92163, -0.78807], [-0.70877, -9.13238, 0.47967], [-0.54257, -9.39454, -1.27581]], "mulliken_charge": [-0.78, -0.64, -0.20, 1.10, -0.97, -0.64, -0.53, 0.21, 0.06, 0.48, 0.31, 0.53, 0.31, 0.39, 0.36, -1.08, -0.27, -0.36, 1.18, -0.93, -0.48, -0.66, 0.23, 0.31, 0.36, 0.36, 0.35, 0.32, 0.34, 0.35, -1.13, -0.27, -0.28, 1.24, -1.03, -0.60, -0.62, 0.29, 0.22, 0.40, 0.37, 0.36, 0.33, 0.34, 0.39, -1.44, 0.42, -0.34, 1.11, -0.46, -0.67, -0.48, 0.37, 0.36, 0.33, 0.26, -0.05, 0.36, 0.34, -0.13, -0.44, -0.17, -0.38, 1.06, -0.80, -0.65, -0.41, 0.14, 0.31, -0.20, 0.23, 0.39, 0.20, 0.40, 0.32, -1.42, 0.00, -0.28, 1.21, -0.77, -0.66, -0.64, 0.38, 0.35, 0.31, 0.15, 0.44, 0.39, 0.15, 0.39, -1.07, -0.15, -0.39, 1.25, -0.89, -0.64, -0.62, 0.16, 0.37, 0.20, 0.51, 0.29, 0.29, 0.36, 0.34]}

{"formula": "C5H4O", "method": "wB97M-V/def2-TZVPD", "homo_lumo_gap_ha": 0.344, "e_lumo_ev": 0.40, "total_charge": 0, "homo_ha": -0.32906, "elements": ["O", "C", "C", "C", "H", "H", "C", "C", "H", "H"], "xyz": [[1.56817, -0.84037, 1.73897], [1.42648, 0.23480, 1.05128], [1.26169, 1.65677, 0.95308], [1.53994, 0.82761, -0.13290], [1.28768, -1.00411, 2.63747], [1.52010, 0.73531, -1.17254], [-2.42998, -0.45399, -1.80325], [-1.90746, -0.27621, -0.72114], [-3.12870, -0.77459, -2.52764], [-1.13792, -0.10522, -0.02333]], "nbo_charge": [-0.65, 0.30, -0.14, -0.25, 0.52, 0.23, -0.23, -0.23, 0.23, 0.22]}

{"formula": "C29H25ClIN6O6Ti", "method": "wB97M-V/def2-TZVPD", "s_squared": 2.029, "homo_lumo_gap_ha": [0.193, 0.268], "multiplicity": 3, "e_lumo_ev": [2.23, 2.22], "total_charge": -1, "homo_ha": [-0.11071, -0.18669], "elements": ["Ti", "C", "C", "N", "C", "C", "C", "O", "C", "C", "N", "C", "C", "C", "C", "C", "C", "I", "C", "O", "H", "H", "H", "H", "H", "H", "H", "H", "H", "H", "H", "H", "O", "C", "O", "C", "C", "N", "N", "C", "C", "O", "O", "H", "H", "H", "Cl", "C", "C", "C", "C", "C", "C", "C", "H", "H", "H", "H", "H", "H", "N", "C", "C", "N", "C", "H", "H", "H", "H"], "xyz": [[0.18119, 0.18822, 0.74782], [1.27905, -4.25010, 1.29618], [-0.19343, -3.99156, 1.12042], [-0.99605, -5.04603, 0.97457], [-2.30712, -4.79984, 0.81761], [-2.86658, -3.54316, 0.79758], [-4.35765, -3.36494, 0.65437], [-5.10167, -4.57645, 0.71812], [-2.02052, -2.39819, 0.91191], [-2.56383, -1.09900, 0.82003], [-1.91195, 0.08874, 0.95212], [-2.70804, 1.20652, 0.64987], [-3.45417, 1.25587, -0.53562], [-4.18647, 2.37136, -0.89626], [-4.21007, 3.48901, -0.07304], [-3.52137, 3.45197, 1.12871], [-2.80043, 2.32246, 1.48886], [-1.98719, 2.27715, 3.41853], [-0.63273, -2.66327, 1.09099], [0.27581, -1.69727, 1.18766], [1.44927, -5.32416, 1.34468], [1.65526, -3.77181, 2.20201], [1.85603, -3.82979, 0.46612], [-2.93912, -5.67050, 0.68610], [-4.60175, -2.92437, -0.31641], [-4.71966, -2.66650, 1.41793], [-4.84708, -5.02511, 1.53110], [-3.63649, -1.02797, 0.67317], [-3.40928, 0.39962, -1.19724], [-4.73005, 2.37104, -1.83348], [-4.76688, 4.37457, -0.35009], [-3.55737, 4.29836, 1.80121], [2.74497, 3.37008, -3.58175], [3.50012, 2.30826, -3.36886], [4.46916, 2.05192, -4.04709], [3.11040, 1.41292, -2.24452], [3.81052, 0.27943, -1.89879], [3.16563, -0.28226, -0.86290], [2.10622, 0.43432, -0.49467], [2.04369, 1.46105, -1.31861], [0.88496, 2.39124, -1.14990], [0.79601, 3.37794, -1.89293], [0.05041, 2.05954, -0.25321], [1.97351, 3.41825, -2.92952], [4.70863, -0.13503, -2.32256], [3.45532, -1.04732, -0.27179], [4.03142, -0.74755, 2.24178], [3.82338, 0.98145, 1.98673], [4.92384, 1.69551, 1.53968], [4.80193, 3.04809, 1.26986], [3.56746, 3.65987, 1.46575], [2.48547, 2.92870, 1.91641], [2.55925, 1.54893, 2.18388], [1.35587, 0.79860, 2.53865], [5.86648, 1.18165, 1.40006], [5.65179, 3.61190, 0.90859], [3.44679, 4.71523, 1.25333], [1.52253, 3.41178, 2.04034], [0.68622, 1.42665, 3.12154], [1.56255, -0.11774, 3.09076], [-0.71320, -1.93925, -3.09165], [-1.14580, -0.70132, -3.51055], [-0.93749, 0.13240, -2.45712], [-0.37634, -0.57293, -1.41465], [-0.26274, -1.81235, -1.82577], [-0.74220, -2.79468, -3.61581], [-1.54798, -0.53026, -4.49257], [-1.15527, 1.18419, -2.37384], [0.10689, -2.63408, -1.23382]], "mulliken_spin": [0.94, -0.01, 0.03, 0.17, -0.07, 0.06, 0.04, 0.00, -0.11, 0.49, 0.22, -0.09, 0.04, 0.00, 0.02, -0.01, 0.01, 0.01, 0.10, 0.05, 0.00, 0.00, 0.00, 0.00, 0.00, 0.00, 0.00, 0.08, 0.01, 0.00, 0.00, 0.00, 0.00, 0.00, 0.00, 0.00, 0.00, 0.00, 0.01, 0.00, -0.01, 0.00, 0.02, 0.00, 0.00, 0.00, 0.00, 0.00, 0.00, 0.00, 0.00, 0.00, -0.03, 0.06, 0.00, 0.00, 0.00, 0.00, -0.02, 0.01, 0.00, 0.01, 0.02, -0.04, 0.02, 0.00, 0.00, 0.00, 0.00]}

{"formula": "C7H12", "method": "wB97M-V/def2-TZVPD", "homo_lumo_gap_ha": 0.380, "e_lumo_ev": 1.07, "total_charge": 0, "homo_ha": -0.34037, "elements": ["C", "C", "C", "C", "C", "C", "C", "H", "H", "H", "H", "H", "H", "H", "H", "H", "H", "H", "H"], "xyz": [[3.53986, -0.02151, 1.18857], [2.61432, -0.51799, 0.17485], [1.69726, -0.77761, -0.56301], [0.36293, -0.81238, -1.16828], [-0.56909, -0.05009, -0.21149], [-2.01273, 0.05912, -0.68079], [-2.87071, 0.82121, 0.32703], [2.92803, 0.43265, 1.97404], [4.20030, 0.75065, 0.78423], [4.14737, -0.80222, 1.65113], [0.00667, -1.83872, -1.31793], [0.37119, -0.33125, -2.15428], [-0.53302, -0.54305, 0.76917], [-0.15264, 0.95445, -0.05787], [-2.42502, -0.94650, -0.83761], [-2.04280, 0.56517, -1.65503], [-2.87057, 0.31586, 1.30033], [-2.48161, 1.83456, 0.48339], [-3.90973, 0.90765, -0.00646]], "nbo_charge": [-0.68, -0.01, -0.02, -0.46, -0.37, -0.40, -0.60, 0.23, 0.23, 0.23, 0.22, 0.22, 0.20, 0.20, 0.19, 0.19, 0.20, 0.20, 0.21]}

{"formula": "C26H32N4O4S", "method": "wB97M-V/def2-TZVPD", "homo_lumo_gap_ha": 0.290, "e_lumo_ev": 0.30, "total_charge": 0, "homo_ha": -0.27911, "elements": ["C", "C", "N", "C", "C", "C", "C", "C", "N", "C", "C", "C", "C", "C", "C", "C", "C", "C", "N", "C", "O", "O", "C", "O", "C", "S", "N", "C", "C", "C", "C", "C", "C", "O", "C", "H", "H", "H", "H", "H", "H", "H", "H", "H", "H", "H", "H", "H", "H", "H", "H", "H", "H", "H", "H", "H", "H", "H", "H", "H", "H", "H", "H", "H", "H", "H", "H"], "xyz": [[-2.25061, -2.90741, -0.13356], [-3.59213, -2.52288, -0.74839], [-3.86696, -1.08859, -0.72019], [-5.30625, -0.84266, -0.73824], [-5.90926, -0.98005, 0.65694], [-3.15083, -0.40891, -1.79492], [-3.26129, 1.12000, -1.78683], [-3.12963, 1.78490, -0.41277], [-1.82987, 1.62619, 0.19983], [-1.63096, 0.43386, 0.99918], [-0.32268, -0.26745, 0.75604], [0.41365, -0.14663, -0.37326], [1.71602, -0.70937, -0.49390], [2.53189, -0.45168, -1.61291], [3.79831, -0.95628, -1.59744], [4.27842, -1.71992, -0.51862], [3.50509, -1.99943, 0.57476], [2.20342, -1.47424, 0.58296], [1.38468, -1.67440, 1.65941], [0.15596, -1.08647, 1.86377], [-0.44557, -1.27398, 2.90794], [5.56707, -2.08509, -0.76219], [5.90405, -1.52400, -2.01522], [4.78743, -0.84011, -2.53502], [-0.85332, 2.53685, -0.02294], [-1.00901, 3.68592, -1.20534], [0.22848, 2.47824, 0.81544], [1.58492, 2.53539, 0.49244], [2.09886, 3.11560, -0.65546], [3.45899, 3.07279, -0.91456], [4.31804, 2.46418, -0.02343], [3.82342, 1.88940, 1.13917], [2.46715, 1.91551, 1.40232], [1.86950, 1.34103, 2.50151], [2.68811, 0.77102, 3.49135], [-2.14646, -3.98967, -0.15973], [-2.19722, -2.58260, 0.90192], [-1.41540, -2.47548, -0.67897], [-3.64213, -2.90535, -1.78357], [-4.37498, -3.02329, -0.17666], [-5.81914, -1.52495, -1.43645], [-5.48358, 0.17397, -1.08706], [-5.40967, -0.30624, 1.34830], [-5.80808, -1.99200, 1.03968], [-6.96676, -0.72986, 0.62679], [-2.09991, -0.68562, -1.69326], [-3.49032, -0.76763, -2.78444], [-2.48212, 1.51800, -2.43877], [-4.21754, 1.43235, -2.20959], [-3.30445, 2.85676, -0.54179], [-3.87640, 1.38221, 0.27268], [-2.45407, -0.24809, 0.75145], [-1.70248, 0.64788, 2.07602], [0.05486, 0.44942, -1.20096], [2.16858, 0.14448, -2.43192], [3.88115, -2.58578, 1.39695], [1.72768, -2.23808, 2.42854], [6.74348, -0.82180, -1.88771], [6.20382, -2.32643, -2.70711], [0.08527, 1.96145, 1.67529], [1.42937, 3.59568, -1.34947], [3.84103, 3.52322, -1.81742], [5.37938, 2.43411, -0.21803], [4.50743, 1.41899, 1.82783], [3.32936, 1.52423, 3.95969], [2.00359, 0.36221, 4.23352], [3.31062, -0.03343, 3.08637]], "nbo_charge": [-0.62, -0.21, -0.47, -0.22, -0.61, -0.22, -0.43, -0.22, -0.43, -0.29, -0.14, -0.07, -0.17, -0.20, 0.21, 0.28, -0.32, 0.27, -0.58, 0.63, -0.64, -0.47, 0.24, -0.47, 0.31, -0.25, -0.63, 0.18, -0.25, -0.22, -0.22, -0.29, 0.26, -0.53, -0.25, 0.21, 0.22, 0.20, 0.16, 0.20, 0.17, 0.20, 0.21, 0.20, 0.21, 0.20, 0.18, 0.24, 0.21, 0.24, 0.20, 0.29, 0.22, 0.22, 0.24, 0.23, 0.41, 0.16, 0.16, 0.41, 0.25, 0.21, 0.21, 0.22, 0.18, 0.21, 0.17]}

{"formula": "C5H8N2O", "method": "wB97M-V/def2-TZVPD", "homo_lumo_gap_ha": 0.409, "e_lumo_ev": 0.97, "total_charge": 0, "homo_ha": -0.37309, "elements": ["C", "C", "C", "C", "C", "H", "H", "H", "H", "H", "H", "H", "H", "N", "N", "O"], "xyz": [[1.23512, 1.17716, -0.50194], [0.68538, -0.23735, -0.47526], [1.18167, -1.15398, 0.61865], [-0.74619, -0.08234, -0.29891], [-2.53042, 0.44291, 0.56101], [1.37994, 1.47275, -1.50360], [2.30441, 1.11301, -0.16412], [0.71987, 1.94845, -0.01781], [0.95883, -0.77032, -1.45704], [2.20711, -0.92283, 0.67135], [0.60011, -1.11142, 1.62329], [1.12149, -2.28980, 0.54232], [-3.32027, 0.91550, 1.15299], [-1.21944, 0.56903, 0.70378], [-2.90001, -0.32138, -0.47815], [-1.67760, -0.74940, -0.97656]], "nbo_charge": [-0.59, -0.30, -0.61, 0.55, 0.14, 0.22, 0.21, 0.24, 0.23, 0.21, 0.23, 0.23, 0.21, -0.53, -0.16, -0.28]}

Number 3 is which compound?
C29H25ClIN6O6Ti